[1]
A structure of composition C27H79Br3N14O8P4, computed with ωB97M-V/def2-TZVPD.

```
! wB97M-V def2-TZVPD RIJCOSX def2/J DEFGRID3
* xyz 0 1
O 17.376 -20.828 -16.500
H 18.793 -16.338 -16.015
C 18.827 -17.308 -15.503
H 8.522 -13.408 -22.383
H 8.919 -15.556 -22.472
H 9.314 -9.129 -12.549
H 9.388 -13.679 -16.626
H 8.481 -16.246 -20.852
H 24.064 -15.617 -22.250
H 20.020 -10.901 -20.895
H 18.325 -16.506 -20.654
H 10.422 -11.203 -12.616
C 9.223 -15.720 -21.442
C 12.157 -14.321 -18.021
H 14.661 -17.041 -16.025
H 16.750 -18.644 -12.410
C 9.287 -13.220 -21.617
H 19.023 -17.426 -18.059
C 17.248 -12.844 -17.482
H 21.369 -11.792 -20.166
H 19.885 -17.525 -15.311
N 12.129 -9.526 -15.530
H 20.424 -15.584 -18.650
N 8.679 -13.299 -18.539
C 18.475 -20.088 -13.668
O 16.237 -18.989 -20.821
C 11.606 -12.376 -19.440
H 10.399 -7.683 -12.190
H 14.107 -19.342 -17.450
H 15.118 -10.327 -12.066
H 12.685 -15.123 -18.545
H 9.896 -8.052 -13.772
H 18.320 -19.022 -18.355
H 12.844 -11.452 -15.058
N 17.315 -18.434 -20.913
H 10.206 -13.047 -22.186
C 17.641 -15.034 -12.434
H 6.947 -12.224 -18.715
H 10.196 -16.208 -21.464
C 19.591 -12.770 -22.886
H 15.681 -8.892 -14.590
N 9.346 -14.389 -20.767
O 9.734 -15.764 -18.583
H 18.328 -20.185 -12.596
H 11.114 -12.112 -20.369
H 13.731 -19.436 -15.743
C 22.981 -13.791 -19.494
H 18.629 -21.085 -14.087
H 15.368 -17.301 -17.637
C 16.309 -18.848 -13.384
C 11.361 -10.667 -12.457
N 13.937 -9.604 -13.646
Br 15.425 -12.285 -17.780
H 6.650 -13.944 -18.418
H 20.194 -13.127 -23.732
H 11.638 -14.773 -17.178
C 17.350 -16.983 -20.663
H 18.694 -13.384 -22.863
C 22.664 -13.681 -23.318
H 12.947 -11.022 -16.764
H 14.666 -10.034 -15.608
C 8.968 -12.828 -17.181
C 11.634 -8.663 -16.599
H 21.538 -11.158 -21.817
H 16.833 -16.741 -19.732
C 20.806 -14.563 -18.592
H 12.162 -11.288 -12.861
H 11.053 -9.216 -17.332
H 17.461 -12.566 -16.461
H 7.208 -13.319 -20.041
N 11.383 -9.332 -13.011
H 21.455 -14.506 -17.712
C 15.535 -17.437 -16.560
H 23.610 -14.614 -19.143
H 9.684 -12.010 -17.192
N 18.262 -18.331 -16.368
H 11.028 -7.867 -16.159
C 18.919 -18.437 -17.655
O 19.952 -15.432 -21.329
H 15.382 -19.425 -13.325
C 7.281 -13.237 -18.963
H 19.378 -19.523 -13.927
H 16.953 -15.704 -11.931
O 17.266 -13.737 -14.328
H 12.444 -8.085 -17.063
H 12.877 -13.591 -17.653
H 11.463 -11.571 -18.709
H 12.666 -12.423 -19.714
H 22.951 -12.997 -18.740
H 22.694 -16.510 -22.911
H 8.055 -12.614 -16.629
P 20.926 -14.328 -21.233
P 9.755 -14.416 -19.163
H 23.438 -13.361 -20.381
N 21.633 -14.257 -19.744
N 15.699 -18.831 -16.205
C 15.020 -9.763 -14.621
H 19.965 -13.891 -18.379
H 16.364 -16.808 -16.259
H 18.271 -15.625 -13.087
H 16.680 -16.530 -21.396
N 16.889 -14.011 -13.206
N 22.250 -14.540 -22.222
H 18.260 -17.284 -14.577
O 16.017 -13.415 -12.615
H 15.616 -10.603 -14.242
C 20.839 -11.593 -21.094
H 22.324 -12.653 -23.255
H 13.483 -9.843 -11.658
C 12.335 -10.920 -15.858
H 18.226 -14.428 -11.747
H 22.353 -14.139 -24.265
N 17.286 -19.480 -14.257
H 8.909 -12.362 -21.065
H 14.777 -20.677 -16.605
H 14.564 -8.558 -11.884
H 22.895 -16.224 -21.153
C 14.362 -9.570 -12.249
O 12.646 -7.338 -14.095
Br 18.480 -11.819 -18.564
C 14.522 -19.628 -16.473
H 11.572 -10.660 -11.376
P 12.557 -8.804 -14.083
H 23.759 -13.638 -23.312
H 11.359 -11.384 -16.037
N 11.214 -13.655 -18.925
C 22.983 -15.781 -22.147
C 10.183 -8.544 -12.830
H 15.983 -17.892 -13.814
Br 17.402 -14.734 -17.747
N 20.331 -12.844 -21.639
P 17.179 -19.505 -15.920
O 18.374 -18.991 -21.149
H 19.380 -11.742 -23.181
H 19.873 -18.970 -17.614
*
```

Properties
DFT total energy (Ha): -11532.0712
Relative energy (zero: lowest compared OMol25 entry of this formula, charge and spin) (eV): 0.0000
Lowest unoccupied orbital energy (eV): -0.4


[2]
A structure of composition C12H15InN6PSbSe4, computed with ωB97M-V/def2-TZVPD.

```
! wB97M-V def2-TZVPD RIJCOSX def2/J DEFGRID3
* xyz 0 1
H 3.743 -2.202 -0.232
N 0.665 2.399 0.784
H 0.024 4.444 0.658
C -0.003 -1.257 3.203
Se -5.676 2.659 -1.667
C -0.373 3.044 -1.027
H -0.891 3.602 -1.789
N -0.090 1.707 -1.170
C -0.286 -1.287 0.693
H 0.748 -1.526 -4.447
H 3.348 -2.117 -3.741
N -0.623 -1.674 1.954
N -1.151 -1.768 -0.184
P 1.208 -0.320 0.289
H 4.662 -1.936 -1.719
H 1.814 1.540 2.301
C 2.535 -1.703 -3.166
H 1.052 -1.049 3.037
C 0.525 1.338 -0.059
Se -5.618 -1.172 0.009
C -2.085 -2.465 0.537
H 0.296 2.289 2.847
In -1.881 -0.054 -2.043
H -2.280 -2.797 2.732
N 2.673 -1.372 -1.847
H -2.933 -2.935 0.068
H 4.237 -0.563 -0.689
Se -3.753 3.205 -2.640
C 1.137 2.380 2.162
Sb -4.929 1.074 0.368
N 0.596 -0.896 -2.407
C -1.774 -2.412 1.861
C 1.470 -0.881 -1.420
C 3.898 -1.524 -1.068
H 1.675 3.301 2.372
C 0.082 3.482 0.177
C 1.244 -1.404 -3.497
Se -2.698 1.272 1.241
H -0.496 -0.365 3.588
H -0.090 -2.058 3.932
*
```

Properties
DFT total energy (Ha): -11172.3183
Relative energy (zero: lowest compared OMol25 entry of this formula, charge and spin) (eV): 0.1642
Lowest unoccupied orbital energy (alpha / beta) (eV): -1.2 / -1.2


[3]
The molecule C4H12N2, computed with ωB97M-V/def2-TZVPD.

```
! wB97M-V def2-TZVPD RIJCOSX def2/J DEFGRID3
* xyz 0 1
H -2.366 -1.002 0.305
H -0.742 1.600 -1.029
N 2.534 -0.319 -0.410
H 1.153 -0.759 1.120
H -1.731 1.859 1.312
C 0.188 -0.431 -0.969
C -0.377 0.958 -0.369
N -2.443 -0.095 0.718
H 2.698 0.667 -0.200
C 1.290 -0.967 -0.021
H -2.982 -0.153 1.561
C -1.318 0.779 0.932
H 2.855 -0.359 -1.293
H -0.808 -1.082 -0.982
H -0.529 0.413 1.662
H 1.375 -2.105 -0.235
H 0.641 1.428 -0.036
H 0.562 -0.430 -2.065
*
```

Properties
DFT total energy (Ha): -269.0340
Relative energy (zero: lowest compared OMol25 entry of this formula, charge and spin) (eV): 2.2404
Lowest unoccupied orbital energy (eV): 1.2
SMILES string: NCCCCN


[4]
A structure of composition C3H3NaO4, computed with ωB97M-V/def2-TZVPD.

```
! wB97M-V def2-TZVPD RIJCOSX def2/J DEFGRID3
* xyz 0 1
O -1.955 -1.662 -0.152
O -2.512 0.335 0.708
C 1.624 0.437 1.164
H -0.308 0.309 2.237
O -0.425 0.117 0.133
H -3.073 -0.141 1.336
H 2.216 0.511 2.092
Na 1.212 0.018 -1.716
C -1.683 -0.515 0.109
C 0.264 0.368 1.316
O 2.230 0.355 0.028
*
```

Properties
DFT total energy (Ha): -579.3623
Relative energy (zero: lowest compared OMol25 entry of this formula, charge and spin) (eV): 1.2440
Lowest unoccupied orbital energy (eV): -0.7


[5]
A structure of composition C9H32Ag2O9Y, computed with ωB97M-V/def2-TZVPD.

```
! wB97M-V def2-TZVPD RIJCOSX def2/J DEFGRID3
* xyz 5 3
C 2.473 1.887 0.320
H -0.438 -1.565 1.420
H 2.262 -1.244 4.344
O 3.317 0.503 4.115
H -1.008 -0.170 5.409
H -2.424 0.557 -3.605
H 3.808 1.716 -1.027
H -2.694 1.133 4.778
C 1.137 0.253 -3.350
H 2.953 -1.090 2.708
C 2.545 -0.519 3.549
O -0.930 -1.704 -1.398
O -2.342 4.270 0.845
H -1.330 -0.132 1.698
Ag -0.866 -2.094 -3.791
H -3.785 0.321 -5.306
H 1.562 -0.168 -2.431
H -1.786 5.097 0.970
O -2.820 0.263 4.383
C -1.274 -0.983 1.009
O 2.845 1.798 -1.058
O -2.471 -1.745 1.238
C -0.861 -0.615 -0.455
C -2.815 -0.177 -5.354
H -1.595 -1.400 4.201
Y -2.823 -2.944 -0.751
C -1.866 -0.668 4.959
H 2.519 -1.594 0.160
H 1.442 1.536 0.447
O 0.912 -0.772 -4.317
H -1.535 0.163 -0.842
O 1.565 -3.255 -0.670
H -2.130 2.341 0.158
H -2.192 0.402 -6.037
H -2.371 -1.153 5.795
H 1.589 -0.087 3.253
H 0.910 -2.645 -1.026
O -2.217 -0.277 -4.039
H -0.702 3.006 1.033
C -1.535 3.235 0.347
H 3.508 -2.999 -0.021
H 3.177 1.326 0.938
H 0.189 0.710 -3.073
H -1.039 3.580 -0.580
H 1.867 0.990 -3.679
C 2.720 -2.436 -0.524
H 0.154 -0.218 -0.502
Ag -4.241 -1.161 2.900
H 2.493 2.941 0.616
H 1.735 -1.139 -4.670
H 3.143 -2.101 -1.473
H 4.269 0.185 4.172
H -3.001 -1.159 -5.788
*
```

Properties
DFT total energy (Ha): -1369.0039
Lowest unoccupied orbital energy (alpha / beta) (eV): -16.6 / -19.1


[6]
A structure of composition C12H35AgO14, computed with ωB97M-V/def2-TZVPD.

```
! wB97M-V def2-TZVPD RIJCOSX def2/J DEFGRID3
* xyz 0 1
O -7.010 43.347 0.309
O -8.365 39.239 -0.938
O -11.170 38.556 2.128
C -12.376 46.693 2.297
O -14.010 42.141 0.958
O -15.673 42.865 -1.454
O -9.133 40.487 1.699
Ag -8.991 41.321 -2.040
H -15.547 43.327 -0.615
H -12.075 39.270 0.513
H -7.305 39.699 2.191
H -15.596 40.909 0.531
H -10.496 46.565 -1.752
H -8.634 45.426 -0.274
H -8.615 38.069 0.836
H -13.763 42.008 -1.720
H -15.023 40.994 -2.102
H -6.964 38.417 0.256
H -6.271 45.483 -1.006
H -11.996 46.696 -2.613
C -14.775 41.759 -1.363
C -7.975 38.827 0.375
H -10.314 38.778 1.740
C -10.573 43.035 -0.161
H -14.049 40.351 0.041
O -10.573 41.780 -0.305
C -7.865 40.020 1.312
H -11.495 44.542 0.306
H -13.173 42.401 0.534
H -6.846 44.795 1.868
H -13.645 35.858 0.083
O -11.715 43.587 0.311
H -11.383 46.409 2.637
C -10.913 46.649 -2.763
O -12.997 36.108 0.747
C -6.524 44.549 0.845
C -13.189 37.479 1.134
C -10.504 45.467 -3.602
H -8.042 38.588 -1.565
H -10.808 45.585 -4.647
H -5.442 44.404 0.975
O -12.610 46.297 0.938
H -9.439 45.280 -3.793
H -12.580 47.753 2.440
H -6.181 46.656 0.412
C -14.675 41.264 0.067
H -11.266 37.734 0.199
O -8.047 46.190 -0.201
H -14.032 38.025 0.711
H -7.951 43.469 0.083
O -10.468 47.848 -3.383
C -6.689 45.813 -0.047
H -13.370 37.403 2.211
H -7.261 40.796 0.827
H -13.030 46.109 2.955
O -9.653 43.789 -0.586
H -10.584 44.152 -2.194
O -11.053 44.276 -3.032
H -9.538 41.112 1.079
H -13.461 46.705 0.747
C -11.915 38.255 0.913
H -10.250 48.528 -2.745
*
```

Properties
DFT total energy (Ha): -1678.4279
Relative energy (zero: lowest compared OMol25 entry of this formula, charge and spin) (eV): 0.0000
Lowest unoccupied orbital energy (eV): -1.8


[7]
A structure of composition C17H14FLiO2S, computed with ωB97M-V/def2-TZVPD.

```
! wB97M-V def2-TZVPD RIJCOSX def2/J DEFGRID3
* xyz 0 1
H -2.382 3.726 2.273
H 1.849 1.382 2.001
C -3.453 1.853 2.080
C 0.274 -2.622 -3.032
H -1.198 -3.461 -1.590
H 1.857 2.515 -1.172
H -1.885 -1.202 2.132
C 1.490 1.522 -1.410
H -4.431 2.320 2.031
C 1.740 0.840 -2.587
H -0.114 2.658 2.158
C -2.302 2.643 2.161
F 3.784 0.132 0.078
C -1.016 2.068 2.027
C -2.033 -0.126 1.975
O 2.560 -1.839 0.738
C 1.024 -0.416 -2.542
C -0.614 -2.587 -1.923
C 1.080 -1.544 -3.361
H 2.433 0.995 -3.417
H -0.536 1.472 -0.573
C 0.373 0.236 0.878
C 1.641 0.454 1.527
H -1.571 -1.168 -0.520
C 0.365 0.813 -0.555
C -3.314 0.453 2.078
C -0.777 -1.384 -1.222
Li 1.010 -2.889 0.750
H 1.766 -1.497 -4.219
H -4.196 -0.204 2.112
H 0.220 -0.902 0.830
O 3.875 -0.496 2.390
C -0.916 0.708 1.702
H 0.268 -3.522 -3.636
S 2.968 -0.536 1.289
C 0.161 -0.395 -1.450
*
```

Properties
DFT total energy (Ha): -1312.1815
Relative energy (zero: lowest compared OMol25 entry of this formula, charge and spin) (eV): 0.0000
Lowest unoccupied orbital energy (eV): -1.0


[8]
The molecule C5H10O2, computed with ωB97M-V/def2-TZVPD.

```
! wB97M-V def2-TZVPD RIJCOSX def2/J DEFGRID3
* xyz 0 1
H -1.405 1.449 -1.175
O 0.349 1.828 1.251
H -1.060 -2.263 0.549
H 1.186 -0.997 -1.292
H -1.289 -1.408 -0.976
H -0.258 2.806 -1.017
H 1.741 -1.762 0.211
H 2.106 -0.049 -0.091
H 0.382 0.265 2.265
C -0.357 1.715 -1.017
H 0.227 1.296 -1.843
O 0.215 -0.625 1.904
C 1.350 -0.837 -0.221
H -2.098 -0.857 0.513
C -1.167 -1.265 0.104
C 0.060 -0.423 0.521
C 0.019 1.124 0.314
*
```

Properties
DFT total energy (Ha): -346.9915
Relative energy (zero: lowest compared OMol25 entry of this formula, charge and spin) (eV): 0.9246
Lowest unoccupied orbital energy (eV): 0.8
SMILES string: CC(=O)C(C)(C)O